Formula: C36H80N4O6
Source: the OMol25 dataset
Level of theory: ωB97M-V/def2-TZVPD

Structure (XYZ):
```
126
Properties=species:S:1:pos:R:3:forces:R:3
C 4.60160 -1.99554 1.21456 0.05 0.21 -0.49
C 4.56283 -0.49771 1.46646 -0.64 0.87 0.74
C 3.20583 0.06999 1.02075 0.07 -0.05 -1.11
C 4.67391 -0.28105 2.98574 0.31 -0.14 0.18
C 4.97275 1.16210 3.38104 0.20 -1.28 -0.10
C 6.27567 1.55477 2.69688 -0.82 0.97 0.87
C 6.17616 1.49466 1.17514 0.21 -0.04 0.94
C 5.27259 2.60168 0.67442 -0.47 1.17 -0.40
C 7.58558 1.68082 0.66826 0.41 0.82 -1.69
N 5.70263 0.16326 0.82839 0.54 -0.84 -0.73
O 5.65265 0.00361 -0.58709 -0.04 0.16 0.15
H 4.68961 -2.22101 0.15237 -0.06 0.06 -0.03
H 5.46061 -2.42807 1.72445 -0.09 -0.16 0.09
H 3.65091 -2.39697 1.56354 0.16 -0.35 0.17
H 2.39368 -0.63445 1.17780 -0.05 0.02 0.42
H 2.96310 1.04722 1.43323 -0.01 -0.07 0.19
H 3.19800 0.17144 -0.07172 0.00 0.09 0.09
H 3.74524 -0.62315 3.44598 -0.04 -0.12 -0.02
H 5.48355 -0.91211 3.37097 -0.06 -0.01 -0.02
H 4.10183 1.75373 3.10309 0.22 0.49 0.12
H 5.12301 1.19177 4.46134 -0.24 0.22 0.05
H 7.09652 0.95014 3.08233 -0.06 -0.32 -0.20
H 6.49287 2.57033 3.05445 0.23 0.06 -0.56
H 4.30457 2.64315 1.17132 -0.05 -0.32 -0.08
H 5.10204 2.56115 -0.40705 -0.03 -0.16 0.08
H 5.66874 3.61329 0.83291 0.38 -0.30 0.09
H 7.93022 2.69276 0.90491 0.09 -0.19 0.49
H 7.63002 1.69914 -0.43200 -0.21 -0.33 0.19
H 8.29694 0.92747 0.98923 -0.11 -0.08 0.33
H 5.03566 0.66539 -0.95824 0.11 -0.30 0.35
C -5.07987 -1.29705 -5.41483 0.09 -0.04 0.56
C -3.66204 -1.88677 -5.23586 -0.92 0.79 -0.71
C -3.54920 -3.05337 -6.20541 0.11 -1.17 -0.11
C -2.68190 -0.76997 -5.65621 1.05 -1.27 1.39
C -1.27957 -1.18384 -5.17358 -0.71 0.09 -0.27
C -1.28774 -1.37608 -3.65065 1.26 0.42 -1.66
C -2.19071 -2.50149 -3.23255 -0.99 0.47 1.58
C -1.61550 -3.85687 -3.53425 0.27 -1.02 -1.29
C -2.40379 -2.38031 -1.70620 0.53 -0.58 -0.26
N -3.52965 -2.24034 -3.81617 0.44 0.56 -0.25
O -4.40475 -3.32437 -3.54236 -0.06 -0.15 0.10
H -5.32518 -0.58104 -4.62379 0.30 -0.02 0.07
H -5.12743 -0.73305 -6.34613 -0.25 -0.37 -0.21
H -5.81725 -2.09825 -5.33245 -0.11 0.15 -0.44
H -2.59021 -3.57529 -6.17513 0.07 0.19 0.09
H -4.29291 -3.82075 -5.96873 0.01 0.15 0.03
H -3.70600 -2.78124 -7.25147 -0.10 0.34 0.13
H -2.68605 -0.75816 -6.74078 -0.28 0.67 -0.11
H -2.94053 0.14855 -5.13031 -0.25 0.31 -0.49
H -1.06414 -2.13081 -5.67654 0.37 0.07 0.10
H -0.51097 -0.46767 -5.47399 -0.07 0.01 0.04
H -1.53781 -0.42160 -3.19130 -0.28 -0.04 0.26
H -0.23297 -1.57222 -3.43410 -0.23 -0.26 0.72
H -2.36519 -4.65122 -3.54153 -0.13 0.19 0.31
H -0.80004 -4.17898 -2.88503 -0.06 0.33 0.22
H -1.21106 -3.87901 -4.55233 0.12 0.02 0.13
H -3.04829 -3.19687 -1.38043 -0.07 0.09 0.19
H -2.81973 -1.41517 -1.43074 -0.09 0.08 -0.03
H -1.42510 -2.49465 -1.22430 -0.17 0.07 0.07
H -5.09734 -2.93547 -2.99466 0.14 0.00 -0.03
C -1.16343 -1.95816 2.15920 -0.92 0.12 -0.39
C -1.28861 -1.92089 3.68840 -0.15 -0.23 -0.08
C -2.46191 -2.78948 4.14401 -1.02 0.61 -0.93
C -0.04003 -2.52777 4.31055 0.74 -0.71 -0.33
C 1.17948 -1.63668 4.25632 -0.52 0.93 0.24
C 0.87744 -0.27300 4.89830 -0.68 -1.31 -0.37
C -0.44599 0.39210 4.41227 1.38 -0.03 -0.87
C -0.85618 1.34179 5.54479 -0.47 0.57 -0.98
C -0.09750 1.12146 3.06637 -1.15 -0.01 0.65
N -1.51335 -0.58273 4.18459 0.44 -0.07 2.30
O -2.70329 -0.00353 3.69366 0.29 0.21 -0.32
H -1.65994 -2.85148 1.77322 0.47 -0.19 -0.09
H -1.74272 -1.14184 1.71170 0.07 0.00 0.13
H -0.13922 -1.88644 1.80738 0.09 -0.14 -0.03
H -2.30980 -3.83558 3.88410 0.14 -0.08 0.25
H -2.71308 -2.62740 5.18939 0.37 -0.25 0.20
H -3.35590 -2.46222 3.59167 0.13 -0.17 0.05
H -0.21631 -2.92439 5.31336 -0.15 0.39 0.15
H 0.19068 -3.41482 3.70444 -0.19 -0.03 0.09
H 2.01612 -2.05036 4.81718 0.13 -0.29 -0.30
H 1.46685 -1.46057 3.21842 0.21 -0.22 -0.07
H 1.71975 0.35050 4.62030 -0.01 0.53 0.54
H 0.81880 -0.45876 5.97179 0.15 0.32 0.10
H -1.83834 1.77113 5.31021 -0.01 -0.17 0.28
H -0.20453 2.21740 5.61936 0.27 -0.27 -0.01
H -0.86007 0.80343 6.48562 -0.20 0.02 0.14
H -0.72780 2.01615 3.05925 0.48 0.22 -0.47
H -0.40298 0.49693 2.23019 0.00 -0.08 0.02
H 0.96339 1.29681 2.93112 0.06 0.50 0.16
H -3.24232 0.13793 4.48294 0.06 -0.13 -0.15
C -3.91311 1.93094 0.35632 -0.11 -0.63 0.94
C -3.11567 2.55817 -0.76338 0.09 -0.27 -0.49
C -3.61458 1.96255 -2.08938 -0.23 0.85 0.10
C -3.32519 4.05695 -0.71195 0.42 1.16 0.10
C -2.42419 4.77594 -1.70533 -0.45 -0.34 -0.23
C -0.97126 4.53624 -1.34046 0.45 1.10 -0.14
C -0.57880 3.05479 -1.21653 -1.14 0.56 -0.97
C -0.34880 2.50008 -2.62286 0.89 -1.04 0.02
C 0.66185 2.94638 -0.34885 -0.13 -0.27 -0.38
N -1.68192 2.37454 -0.55151 0.24 0.07 1.87
O -1.33336 1.01989 -0.35851 -0.15 -0.52 -0.33
H -3.61541 0.90048 0.57748 -0.05 0.03 -0.33
H -3.82809 2.44605 1.31886 0.13 0.25 -0.21
H -4.97017 1.90788 0.08769 0.00 0.05 -0.03
H -2.99624 2.34433 -2.89470 -0.07 -0.22 -0.28
H -3.63617 0.87946 -2.10402 0.12 -0.21 0.07
H -4.62959 2.35017 -2.22473 -0.01 -0.26 -0.25
H -4.35986 4.39907 -0.79458 -0.11 -0.52 -0.24
H -2.98833 4.42412 0.26621 -0.16 -0.28 0.12
H -2.59454 4.40011 -2.72310 -0.03 0.01 0.10
H -2.69352 5.83265 -1.76482 0.31 0.06 0.20
H -0.66308 5.05250 -0.42141 -0.52 -0.09 0.13
H -0.40169 5.07662 -2.11210 0.37 -0.63 0.05
H 0.72292 2.57570 -2.84080 -0.22 0.44 -0.47
H -0.98281 2.95709 -3.37511 0.20 0.27 -0.15
H -0.52192 1.41804 -2.68948 -0.17 0.17 0.32
H 1.43825 3.58413 -0.76972 0.13 0.00 0.05
H 1.00065 1.90865 -0.35398 0.19 0.12 0.24
H 0.40751 3.28251 0.65357 0.15 -0.10 0.16
H -1.32324 0.91709 0.60029 0.02 0.03 0.00
O 1.10009 -1.43851 -0.86661 -0.51 0.04 0.34
H 0.52202 -0.66716 -0.73049 0.12 -0.30 -0.13
H 0.85996 -2.06130 -0.15587 0.25 0.30 -0.32
O 1.01770 -4.03115 0.47288 -0.20 -0.28 -0.26
H 0.58618 -4.23998 -0.37072 0.18 0.04 0.26
H 1.17884 -4.88897 0.88600 -0.01 0.21 -0.04
```
Positions in Å, forces in eV/Å.

Properties
E_HOMO = -8.16 eV
Calculated total energy = -56870.5156 eV
Structure (SMILES) = CC1(C)CCCC(C)(C)N1O.CC1(C)CCCC(C)(C)N1O.CC1(C)CCCC(C)(C)N1O.CC1(C)CCCC(C)(C)N1O.O.O
Largest force on an atom = 2.3 eV Å⁻¹
Net charge = 0
Relative energy (zero: lowest compared OMol25 entry of this formula, charge and spin) = 57.5 kJ/mol